Entry from the OMol25 dataset: a molecular structure, C24H24Cl2N4O3SW in a non-equilibrium geometry (ωB97M-V/def2-TZVPD).

Positions of all 59 atoms, in Å:
W 0.00809 0.30544 -0.78773
Cl -3.51561 -5.52976 -2.02253
C -3.11981 -3.90296 -1.71493
C -1.78541 -3.51336 -1.69543
C -1.45111 -2.19276 -1.41853
N -0.18441 -1.62466 -1.40193
C 0.94579 -2.40606 -1.49893
O 1.02709 -3.59726 -1.31303
C 2.14759 -1.55626 -1.80823
C 3.37249 -2.14006 -2.09763
C 4.47579 -1.32056 -2.29283
C 4.28769 0.05324 -2.21993
C 3.02279 0.56044 -1.96483
N 1.95349 -0.21886 -1.73863
C -2.48011 -1.23166 -1.19543
C -3.81691 -1.62956 -1.22343
C -4.14121 -2.95236 -1.48143
Cl -5.77761 -3.42726 -1.55313
N -1.97781 0.03474 -1.06363
C -2.79361 1.13904 -0.94503
O -3.97631 1.14124 -0.69663
C -2.02961 2.39064 -1.23623
C -2.71901 3.57034 -1.49083
C -2.01981 4.66684 -1.96493
C -0.64601 4.53634 -2.13653
C -0.02221 3.34904 -1.79673
N -0.68831 2.27114 -1.35513
H -1.01791 -4.23956 -1.90813
H 3.43489 -3.21666 -2.16193
H 5.45229 -1.73916 -2.48563
H 5.11119 0.73264 -2.36373
H 2.87179 1.63234 -1.93343
H -4.60301 -0.91036 -1.05553
H -3.78811 3.58244 -1.33373
H -2.52871 5.58794 -2.20763
H -0.06081 5.35004 -2.53163
H 1.05359 3.26344 -1.89453
C 0.95409 -2.25276 4.23607
C -0.47471 -1.71786 4.24757
C -0.57981 -0.32526 3.64637
S 0.00449 -0.37486 1.90817
O -0.78601 0.76224 1.25357
C 1.70699 0.36954 2.05487
C 1.82669 1.63724 1.21337
C 1.21779 2.87694 1.86517
H 0.97519 -3.24836 4.67267
H 1.60849 -1.61396 4.82447
H 1.35519 -2.32156 3.22307
H -0.82251 -1.67276 5.28217
H -1.13421 -2.40246 3.70897
H 0.00349 0.41174 4.19567
H -1.61471 0.00734 3.57457
H 2.38969 -0.40696 1.69317
H 1.93119 0.57784 3.09937
H 1.31439 1.47094 0.20157
H 2.88589 1.81694 1.00397
H 0.13199 2.81564 1.92097
H 1.48339 3.76044 1.28977
H 1.60199 3.01194 2.87457

Forces on atoms 1 to 6 (eV/Å):
W -1.7 -0.9 -0.2
Cl 0.1 -0.2 -0.1
C 0.0 0.7 0.1
C -0.1 -0.1 -0.1
C -1.7 0.3 0.1
N -0.1 0.9 0.6

Output
- total charge = +2
- multiplicity = 3
- HOMO-LUMO gap (spin up / spin down) (eV) = 5.6 / 5.5
- E_LUMO (spin up / spin down) (eV) = -7.502 / -7.656

Entry from the OMol25 dataset: 6 unconnected molecules or ions with the total composition CH14O5S in a non-equilibrium geometry (ωB97M-V/def2-TZVPD).

Positions of all 21 atoms, in Å:
C 1.78208 -2.48016 -1.04626
S 0.02202 -2.56634 -0.62244
H 2.50383 -3.24755 -0.60572
H 2.20140 -1.50143 -0.88517
H 1.73164 -2.47389 -2.06794
H 0.08812 -3.73576 -0.01016
H -1.56868 1.41640 -0.81972
H -0.56583 2.32955 -1.68968
O -0.63223 1.62341 -0.99908
H -3.86060 0.12401 -0.22858
H -3.11013 -1.13488 0.19421
O -3.16765 -0.52581 -0.56469
H 3.31790 1.30979 0.46543
H 2.71081 2.32198 -0.34416
O 3.59932 2.15139 0.04546
H -0.08995 3.96372 0.61740
H 0.24967 4.91528 1.60327
O -0.33594 4.17628 1.54745
H -0.98252 -0.16225 2.59179
H -0.56021 -1.59141 2.13610
O -1.10229 -0.74917 1.88080

Forces on atoms 1 to 6 (eV/Å):
C 0.9 -0.4 1.8
S 0.1 0.1 0.5
H -1.4 0.9 -0.7
H 0.0 0.5 0.9
H 0.5 -0.8 -2.8
H -0.1 -0.5 0.2

Output
- total charge = 0
- ΔE to the lowest compared entry with this formula, charge and spin (kcal/mol) = 39.3
- HOMO-LUMO gap (eV) = 9.2
- E_LUMO (eV) = 0.343

Entry from the OMol25 dataset: a molecular structure, C27H26Cl2N5OP2PdS in a non-equilibrium geometry (ωB97M-V/def2-TZVPD).

Positions of all 65 atoms, in Å:
Pd -11.07512 6.18921 -11.94096
Cl -16.27738 5.55866 -14.51526
C -15.10989 5.11639 -15.69649
C -15.52578 4.70578 -16.94674
C -14.64860 4.61600 -18.02304
Cl -15.26585 3.94480 -19.47949
C -13.31109 5.04154 -17.89854
C -12.35340 5.05801 -18.99187
C -11.04979 5.38738 -18.75645
C -10.68848 5.71236 -17.45376
N -11.50558 5.70691 -16.43017
C -12.79445 5.35977 -16.60263
C -13.70017 5.29221 -15.38701
O -13.27247 5.38362 -14.20061
H -16.52917 4.32392 -17.04810
H -12.73553 4.80873 -19.97560
H -10.20096 5.37319 -19.46024
H -9.67740 6.02778 -17.26617
S -5.10725 2.76400 -13.56985
N -6.55445 2.04278 -13.56240
C -7.47773 2.98854 -13.83771
C -8.91046 2.90407 -13.55709
C -9.61508 1.76080 -13.22633
C -10.88095 1.92341 -12.70939
C -11.31799 3.18997 -12.35574
N -10.64848 4.34344 -12.64366
C -9.47248 4.20661 -13.23617
C -8.89606 5.44375 -13.66889
N -9.57807 6.54095 -13.34609
C -9.10436 7.70332 -13.79824
C -8.08468 7.80652 -14.72099
C -7.22729 6.72162 -14.97064
C -7.64381 5.51559 -14.33683
C -6.87921 4.28129 -14.20031
N -5.54338 4.24432 -14.16753
H -9.09564 0.81214 -13.33413
H -11.54868 1.09409 -12.58290
H -12.31627 3.28391 -11.91966
H -9.61262 8.61941 -13.44139
H -7.82202 8.77831 -15.16112
H -6.35174 6.78189 -15.62907
C -8.38545 7.89783 -10.31896
P -9.67204 6.59852 -10.08510
C -8.64538 5.18711 -9.59523
C -10.58992 7.05779 -8.57320
C -11.96003 7.70316 -8.88525
P -12.47049 7.23270 -10.57240
C -13.95638 6.22651 -10.76209
C -13.11029 8.63737 -11.58320
H -7.72195 8.00332 -9.47733
H -8.80533 8.84699 -10.61451
H -7.76329 7.61137 -11.16026
H -8.09280 5.48384 -8.75192
H -7.94553 4.93790 -10.43385
H -9.24053 4.28544 -9.44970
H -9.93054 7.75186 -7.99656
H -10.73738 6.11567 -8.03081
H -11.96720 8.80986 -8.81109
H -12.73423 7.31869 -8.18152
H -14.79952 6.70822 -10.24165
H -13.79022 5.25090 -10.37145
H -14.05898 6.10002 -11.83617
H -13.78458 9.22957 -10.95356
H -13.64886 8.24444 -12.43933
H -12.24862 9.27951 -11.91133

Forces on atoms 1 to 6 (eV/Å):
Pd 0.4 0.0 -0.3
Cl 0.3 -0.4 0.0
C 0.2 0.5 -0.1
C 0.1 -0.5 0.2
C -1.1 -0.3 0.0
Cl 0.3 0.3 0.3

Output
- total charge = +3
- multiplicity = 5
- ΔE to the lowest compared entry with this formula, charge and spin (kcal/mol) = 10.1
- HOMO-LUMO gap (spin up / spin down) (eV) = 4.7 / 2.7
- E_LUMO (spin up / spin down) (eV) = -9.869 / -13.252

Entry from the OMol25 dataset: a molecular structure, C16H48FO8S8Zr in a non-equilibrium geometry (ωB97M-V/def2-TZVPD).

Positions of all 82 atoms, in Å:
Zr -0.01548 0.20587 -0.01478
F -2.05324 0.63177 -0.75770
C 1.65058 1.52633 -4.06835
S 0.56570 0.17503 -3.56401
O 0.42908 0.06832 -2.06325
C -0.99100 0.84995 -4.15990
H 1.23301 2.47729 -3.73861
H 1.72046 1.47553 -5.15319
H 2.60347 1.37506 -3.57251
H -1.65329 0.88882 -3.28651
H -1.53069 0.22720 -4.87143
H -0.94254 1.87717 -4.52048
C 3.72580 2.60146 -1.05739
S 3.59164 1.02033 -0.22832
O 2.12870 0.62763 -0.43920
C 4.56173 -0.00105 -1.40922
H 3.22991 3.39618 -0.49743
H 3.58100 2.67350 -2.12753
H 4.73565 2.98577 -0.83636
H 4.05539 0.07931 -2.36632
H 4.52707 -1.00200 -0.97774
H 5.61783 0.26017 -1.45682
C -2.07218 -3.24759 2.68614
S -2.15095 -1.48183 2.28897
O -1.07369 -1.11752 1.29204
C -3.75248 -1.45156 1.43841
H -2.15431 -3.87194 1.79597
H -2.92254 -3.57651 3.29519
H -1.23906 -3.49678 3.34030
H -4.50704 -1.38877 2.21919
H -3.90611 -2.38856 0.89855
H -3.73071 -0.66074 0.69092
C -1.63047 2.28065 3.97670
S -1.46979 2.62487 2.19846
O -0.92771 1.32720 1.62865
C -3.16390 2.79185 1.59816
H -2.46047 2.78796 4.46148
H -0.62954 2.43626 4.37070
H -1.83680 1.21422 4.11677
H -3.41221 3.64107 0.96618
H -3.91112 2.84435 2.39681
H -3.46613 1.90059 1.04176
C 0.39706 4.86452 -0.60728
S -0.12933 3.41771 -1.50642
O 0.17700 2.25492 -0.56357
C -1.93067 3.71256 -1.54613
H 0.06433 4.98752 0.42171
H 0.26530 5.76034 -1.22090
H 1.48958 4.88014 -0.53741
H -2.19289 4.48421 -0.82674
H -2.36848 2.73429 -1.34638
H -2.15201 4.10671 -2.53701
C 2.09177 -3.46912 -1.39878
S 2.20036 -2.68765 0.25589
O 1.18733 -1.57147 0.24367
C 1.50175 -4.06738 1.23911
H 1.85426 -2.62099 -2.04133
H 1.47319 -4.34950 -1.53121
H 3.13231 -3.70442 -1.63776
H 0.43835 -3.99681 1.04190
H 1.82830 -3.88635 2.25795
H 1.91243 -4.98279 0.81847
C 3.56067 -0.36965 3.08419
S 1.99356 0.53492 3.13350
O 1.25433 0.25026 1.83559
C 1.19909 -0.47844 4.41595
H 3.53004 -1.43717 2.85330
H 4.05350 -0.31611 4.05885
H 4.26533 0.05327 2.37291
H 1.80134 -1.36071 4.64125
H 0.22870 -0.89092 4.12347
H 0.95170 -0.02069 5.37549
C -3.15485 -1.71783 -2.56113
S -1.45875 -2.33548 -2.30902
O -0.83342 -1.70161 -1.08105
C -2.00432 -3.96471 -1.71464
H -3.22490 -0.64721 -2.72772
H -3.81609 -1.97748 -1.73592
H -3.52166 -2.22096 -3.45960
H -2.45914 -4.51298 -2.54085
H -2.77794 -3.79523 -0.96773
H -1.18074 -4.54458 -1.30894

Forces on atoms 1 to 6 (eV/Å):
Zr -1.6 -0.5 0.0
F 1.4 0.0 0.4
C -0.5 0.2 0.8
S -0.2 -0.6 -0.7
O 0.4 0.9 -1.9
C -1.1 0.5 0.6

Output
- total charge = +3
- ΔE to the lowest compared entry with this formula, charge and spin (kcal/mol) = 46.7
- HOMO-LUMO gap (eV) = 10.2
- E_LUMO (eV) = -6.124

Entry from the OMol25 dataset: 3 unconnected molecules or ions with the total composition C26H37BClF6N2O13 in a non-equilibrium geometry (ωB97M-V/def2-TZVPD).

Positions of all 86 atoms, in Å:
C -3.32691 -2.01116 7.17385
C -3.69757 -1.52959 5.70317
C -2.81480 -0.22068 5.46366
Cl -3.62807 1.19318 6.25230
C -2.50558 0.01622 3.95335
C -3.55364 0.43028 3.01051
C -5.04393 0.66664 3.42115
B -5.38266 2.24791 3.43087
O -4.83722 3.20393 4.31494
O -6.27461 2.72122 2.43681
C -3.26231 0.61239 1.59439
C -4.32012 1.02639 0.54315
O -4.33247 2.16755 0.18831
O -5.24845 0.16865 -0.00184
C -4.80340 -0.37821 -1.28358
C -4.71234 -1.93847 -1.12780
N -3.42777 -2.36825 -0.51074
C -1.88682 0.39759 1.16515
C -1.42407 0.60884 -0.31025
O -1.46989 -0.23273 -1.14498
C -0.83594 2.02605 -0.69283
F -1.13267 2.39133 -1.97099
F -1.50636 2.94612 0.11109
C 0.69315 2.19301 -0.34825
F 1.07375 3.43245 -0.80693
F 0.82136 2.24501 1.02270
C 1.64400 1.14411 -1.01451
F 1.50469 -0.13448 -0.48813
F 1.34564 1.13914 -2.36144
C 3.18725 1.50651 -0.83146
O 3.55787 2.05779 0.14287
O 4.00423 1.08548 -1.87374
C -0.92571 -0.01288 2.13263
N -1.23690 -0.19685 3.45399
C -0.09821 -0.66416 4.31417
H -2.25920 -2.36630 7.16237
H -3.33987 -1.13477 7.87643
H -4.01748 -2.79341 7.55550
H -3.43912 -2.32235 4.95922
H -4.78506 -1.29623 5.73065
H -1.88583 -0.39744 6.06210
H -5.26807 0.13882 4.37569
H -5.65942 0.14828 2.63447
H -4.11241 3.63436 3.81978
H -5.77260 3.44152 2.00443
H -3.82377 0.08750 -1.54508
H -5.52861 -0.05930 -2.07152
H -5.57489 -2.22078 -0.46716
H -4.85048 -2.45943 -2.10807
H -2.87107 -2.84923 -1.21871
H -3.60977 -3.02902 0.24793
H 3.64694 0.19811 -2.09699
H 0.11380 -0.19291 1.78670
H 0.32052 0.24372 4.80173
H -0.46910 -1.39709 5.07256
H 0.61761 -1.19498 3.65227
C 0.57574 2.38527 -5.53480
C 1.98818 1.99953 -5.14278
O 2.61391 1.22839 -6.17562
C 3.09917 1.93387 -7.20530
O 3.06258 3.13130 -7.32357
O 3.61450 1.07435 -8.09006
C 4.10509 1.69100 -9.28180
H 0.00160 1.50080 -5.81955
H 0.06896 2.88668 -4.70799
H 0.57631 3.05615 -6.39509
H 1.96066 1.36943 -4.26254
H 2.59005 2.87642 -4.89465
H 4.80465 2.49443 -9.05218
H 3.27271 2.06667 -9.87776
H 4.62909 0.92877 -9.85536
C 7.70155 -1.34504 0.59677
C 6.20110 -1.17107 0.71151
O 5.51267 -1.90968 -0.30597
C 5.36501 -3.22069 -0.08371
O 5.74664 -3.82369 0.88517
O 4.73506 -3.75084 -1.13943
C 4.57707 -5.16943 -1.07038
H 8.03943 -1.10344 -0.41285
H 8.21959 -0.70056 1.30810
H 7.99350 -2.37799 0.79263
H 5.94513 -0.12228 0.55268
H 5.84127 -1.44918 1.70419
H 4.10804 -5.47010 -0.13355
H 5.54399 -5.65891 -1.18857
H 3.93112 -5.46954 -1.89344

Forces on atoms 1 to 6 (eV/Å):
C 0.5 0.5 -0.5
C 0.6 0.2 1.5
C -0.1 -1.0 -0.2
Cl 0.7 -0.6 -0.4
C -1.1 0.9 -1.3
C 0.3 -0.1 -0.5

Output
- total charge = +1
- ΔE to the lowest compared entry with this formula, charge and spin (kcal/mol) = 0.0
- HOMO-LUMO gap (eV) = 7.6
- E_LUMO (eV) = -4.567

Entry from the OMol25 dataset: 8 unconnected molecules or ions with the total composition H16O8 in a non-equilibrium geometry (ωB97M-V/def2-TZVPD).

Positions of all 24 atoms, in Å:
O 3.23994 0.41323 -0.43392
H 2.37344 0.79767 -0.48978
H 3.57386 0.62135 -1.29977
O 1.46385 -2.08066 -0.13074
H 2.21101 -1.56128 -0.43296
H 1.27289 -1.75808 0.76862
O -0.28848 -0.03788 -2.48340
H 0.28223 0.38888 -3.16223
H -0.11980 0.57490 -1.78943
O -2.41973 -0.32146 0.86629
H -3.19537 -0.04110 1.42822
H -2.35425 0.37876 0.26329
O 0.41858 0.96467 -0.14083
H 0.19906 1.81278 0.24890
H 0.34100 0.32265 0.54983
O -0.20320 -1.26061 1.99651
H -0.53368 -1.58403 2.80352
H -1.01906 -1.11734 1.43279
O -1.22379 -2.74496 -0.53347
H -0.45957 -2.29529 -0.16930
H -1.57928 -3.24433 0.23400
O -0.65926 3.57747 0.26496
H -0.57155 3.86113 -0.63564
H -0.74883 4.33349 0.84455

Forces on atoms 1 to 6 (eV/Å):
O 0.6 -0.3 0.1
H -1.2 0.3 0.4
H 0.7 -0.1 -0.5
O -0.2 0.0 0.6
H 0.2 0.3 -0.1
H 0.2 -0.3 -0.2

Output
- total charge = 0
- ΔE to the lowest compared entry with this formula, charge and spin (kcal/mol) = 50.4
- HOMO-LUMO gap (eV) = 10.0
- E_LUMO (eV) = -0.043